DFT (ωB97M-V/def2-TZVPD) results for a single C6H15B molecule.

The geometry in XYZ format:
```
22
Properties=species:S:1:pos:R:3:lowdin_charge:R:1
C 1.7797 0.2754 -1.6722 -0.124
C 1.5689 -0.0463 -0.2031 -0.185
B 0.0192 -0.0205 0.1923 -0.286
C -0.9083 1.2144 -0.2783 -0.199
C -1.3693 2.2320 0.7501 -0.112
C -0.6318 -1.1617 1.0642 -0.190
C -0.4013 -2.5402 0.4810 -0.121
H 1.5040 1.3118 -1.8532 0.061
H 1.2030 -0.3750 -2.3325 0.079
H 2.8235 0.1428 -1.9724 0.070
H 2.0049 0.6903 0.5092 0.119
H 2.0405 -0.9766 0.0987 0.079
H -1.7699 0.7811 -0.8077 0.107
H -0.3442 1.7154 -1.0645 0.071
H -1.7902 3.0963 0.2165 0.076
H -2.1650 1.8266 1.3620 0.066
H -0.5265 2.5097 1.3732 0.071
H -1.6974 -0.8893 1.0306 0.092
H -0.3518 -1.0771 2.1424 0.121
H -0.7949 -2.6649 -0.5221 0.075
H 0.6616 -2.7267 0.3927 0.060
H -0.8548 -3.3174 1.0930 0.070
```

SMILES	CCB(CC)CC
energy above the lowest of the compared OMol25 structures with the same formula, charge and spin	0.000	eV
net charge	0
multiplicity	1
electronic energy	-7141.4119	eV
largest force on an atom	1.66	eV Å⁻¹